No. 1
{"formula": "C30H33BN3O4Ru", "method": "ωB97M-V/def2-TZVPD", "species": ["Ru", "C", "O", "C", "N", "C", "C", "C", "C", "C", "C", "C", "C", "C", "C", "C", "C", "N", "C", "N", "C", "C", "O", "C", "C", "C", "C", "C", "C", "H", "H", "H", "H", "H", "H", "H", "H", "H", "H", "H", "H", "H", "H", "H", "H", "H", "H", "H", "C", "H", "H", "C", "C", "C", "O", "B", "O", "C", "C", "C", "H", "H", "H", "H", "H", "H", "H", "H", "H", "H", "H", "H"], "positions_angstrom": [[0.7477, -0.4851, -0.1748], [1.8577, 4.1412, -0.6611], [0.5615, 4.0345, -0.0875], [0.3467, 2.7066, 0.1065], [1.3466, 1.9204, -0.1288], [2.5002, 2.7566, -0.3943], [3.3900, 2.2840, -1.5068], [3.0609, 1.1563, -2.2389], [3.9196, 0.6825, -3.2130], [5.0970, 1.3566, -3.4863], [5.4089, 2.5117, -2.7865], [4.5675, 2.9668, -1.7876], [-0.9041, 2.2083, 0.5923], [-1.9052, 3.0343, 1.0938], [-3.0546, 2.4475, 1.6264], [-3.1788, 1.0729, 1.5975], [-2.1439, 0.2953, 1.0589], [-0.9917, 0.8603, 0.5814], [-2.1857, -1.1100, 0.8992], [-1.2197, -1.7555, 0.2972], [-1.5540, -3.1555, 0.2548], [-2.9458, -3.2105, 0.9569], [-3.2327, -1.8705, 1.3236], [-0.5433, -4.0398, 0.9482], [0.3877, -3.5350, 1.8453], [1.2422, -4.3989, 2.5115], [1.1867, -5.7621, 2.2768], [0.2703, -6.2672, 1.3690], [-0.5907, -5.4084, 0.7119], [2.3875, 4.9738, -0.1985], [1.7502, 4.3308, -1.7380], [3.0872, 2.7772, 0.5380], [2.1269, 0.6366, -2.0130], [3.6699, -0.2191, -3.7501], [5.7811, 0.9766, -4.2297], [6.3248, 3.0434, -3.0010], [4.8321, 3.8408, -1.2082], [-1.7577, 4.1004, 1.0865], [-3.8305, 3.0647, 2.0502], [-4.0586, 0.5741, 1.9658], [-1.6357, -3.4805, -0.7916], [-2.9255, -3.8313, 1.8593], [-3.7331, -3.5695, 0.2871], [0.4436, -2.4610, 2.0253], [1.9549, -4.0127, 3.2245], [1.8446, -6.4333, 2.8107], [0.2274, -7.3289, 1.1685], [-1.3156, -5.7979, 0.0108], [1.1670, -1.6765, -1.7161], [2.1152, -1.8204, -2.2275], [0.4687, -2.4842, -1.9439], [4.8360, 0.2394, 3.0830], [4.5310, -0.2335, 1.6645], [5.4070, 0.5495, 0.6816], [3.1624, 0.0678, 1.3519], [2.6084, -0.9763, 0.6452], [3.4502, -2.0496, 0.6212], [4.5979, -1.7864, 1.4435], [4.3980, -2.5709, 2.7439], [5.8478, -2.2807, 0.7219], [4.7729, 1.3240, 3.1147], [5.8388, -0.0635, 3.3719], [4.1157, -0.1535, 3.7915], [5.2131, 1.6112, 0.8050], [5.1605, 0.2830, -0.3421], [6.4622, 0.3752, 0.8661], [3.4867, -2.2379, 3.2360], [5.2412, -2.4505, 3.4176], [4.2845, -3.6238, 2.4999], [5.9056, -1.8660, -0.2788], [5.8057, -3.3635, 0.6407], [6.7352, -1.9990, 1.2806]], "lowdin_spin": [0.08, 0.00, 0.02, 0.04, 0.02, 0.00, 0.00, 0.00, 0.00, 0.00, 0.00, 0.00, 0.09, 0.01, 0.12, -0.01, 0.15, 0.24, 0.10, 0.07, 0.01, 0.00, 0.03, 0.00, 0.00, 0.00, 0.00, 0.00, 0.00, 0.00, 0.00, 0.00, 0.00, 0.00, 0.00, 0.00, 0.00, 0.00, 0.01, 0.00, 0.00, 0.00, 0.00, 0.00, 0.00, 0.00, 0.00, 0.00, -0.01, 0.00, 0.00, 0.00, 0.00, 0.00, 0.01, 0.02, 0.00, 0.00, 0.00, 0.00, 0.00, 0.00, 0.00, 0.00, 0.00, 0.00, 0.00, 0.00, 0.00, 0.00, 0.00, 0.00], "e_homo_ev": [-5.4, -7.9], "max_force_ha_per_bohr": 0.0776, "s2": 0.77, "gap_ev": [5.43, 7.68], "multiplicity": 2}


No. 2
{"formula": "C30H33Cl2N5PtSb2Se", "method": "ωB97M-V/def2-TZVPD", "species": ["Pt", "C", "Sb", "C", "C", "C", "C", "C", "C", "C", "C", "C", "Sb", "C", "C", "H", "H", "H", "H", "H", "H", "H", "H", "H", "H", "H", "H", "H", "H", "H", "H", "H", "H", "H", "H", "C", "C", "N", "C", "C", "C", "C", "C", "C", "C", "C", "C", "N", "C", "H", "H", "H", "H", "H", "H", "H", "H", "Se", "N", "C", "C", "C", "C", "N", "C", "N", "H", "H", "H", "Cl", "C", "Cl", "H", "H"], "positions_angstrom": [[0.2369, 0.0510, 0.0869], [-2.5279, -2.7826, -0.6663], [-2.2535, -0.7095, -0.3694], [-2.9745, 0.2116, -2.1312], [-3.7698, -0.3464, 1.1236], [-3.6987, -1.3233, 2.2502], [-4.4931, -2.4672, 2.2167], [-4.4690, -3.3806, 3.2605], [-3.6355, -3.1657, 4.3451], [-2.8393, -2.0308, 4.3920], [-2.8706, -1.0940, 3.3612], [-2.0845, 0.1713, 3.5027], [-0.0994, 0.1390, 2.6766], [0.7335, 1.9359, 3.4084], [0.8597, -1.4712, 3.6389], [-3.5869, -2.9141, -0.8928], [-2.2932, -3.3436, 0.2364], [-1.9459, -3.1378, -1.5155], [-4.0593, 0.2690, -2.0465], [-2.7060, -0.3984, -2.9923], [-2.5713, 1.2161, -2.2190], [-4.6693, -0.4814, 0.5184], [-3.6870, 0.6980, 1.4062], [-5.1709, -2.6244, 1.3851], [-5.1135, -4.2491, 3.2397], [-3.6297, -3.8681, 5.1677], [-2.2299, -1.8442, 5.2694], [-1.8476, 0.3726, 4.5508], [-2.5634, 1.0559, 3.0882], [0.2896, 2.1229, 4.3863], [0.4916, 2.7597, 2.7398], [1.8116, 1.8305, 3.5153], [0.9082, -1.2277, 4.7004], [1.8701, -1.5946, 3.2527], [0.2868, -2.3855, 3.4935], [1.6890, -4.0242, 0.2688], [0.8444, -2.9188, 0.2030], [1.3119, -1.6743, 0.2659], [2.6586, -1.4635, 0.4156], [3.5629, -2.5288, 0.4953], [3.0445, -3.8368, 0.4149], [4.9619, -2.2436, 0.6488], [5.4084, -0.9687, 0.7210], [4.4927, 0.1330, 0.6421], [4.8835, 1.4869, 0.7133], [3.9298, 2.4740, 0.6313], [2.5856, 2.1222, 0.4707], [2.2010, 0.8546, 0.3969], [3.1300, -0.1277, 0.4853], [1.2611, -5.0154, 0.2044], [-0.2214, -3.0420, 0.0968], [3.7150, -4.6867, 0.4692], [5.6537, -3.0744, 0.7060], [6.4643, -0.7604, 0.8387], [5.9301, 1.7405, 0.8349], [4.1994, 3.5199, 0.6860], [1.8134, 2.8742, 0.3914], [-0.7083, 3.7187, -1.3520], [-0.2872, 3.5253, -3.0404], [0.1414, 2.2773, -3.2449], [0.5534, 1.6373, -4.4550], [0.9122, 0.3101, -4.3747], [0.8821, -0.3830, -3.1296], [0.5196, 0.2287, -2.0203], [0.1572, 1.5008, -2.0815], [-0.2522, 2.0187, -0.9334], [0.5648, 2.1842, -5.3903], [1.2252, -0.2333, -5.2558], [1.1715, -1.4254, -3.0664], [-2.5135, 3.0514, 1.0912], [-3.7821, 4.1770, 0.4377], [-4.2370, 3.7255, -1.1926], [-3.3494, 5.1704, 0.4511], [-4.6386, 4.0979, 1.0965]], "mulliken_charge": [2.59, -1.66, 1.14, -0.98, -1.39, 0.50, -0.65, -0.74, -0.79, -0.77, 0.87, -1.40, 0.75, -1.25, -1.27, 0.44, 0.55, 0.56, 0.55, 0.41, 0.15, 0.80, 0.40, 0.49, 0.48, 0.46, 0.51, 0.83, 0.60, 0.57, 0.36, 0.40, 0.53, 0.40, 0.41, -0.92, -0.15, 0.45, -0.24, 1.13, -0.86, -1.01, -0.98, 0.84, -0.75, -1.13, -0.20, -0.24, 0.19, 0.57, -0.09, 0.53, 0.50, 0.53, 0.55, 0.52, 0.43, 0.42, -0.63, 0.57, -0.57, -0.99, -0.33, -0.50, 0.37, -0.60, 0.57, 0.51, 0.60, -0.05, -0.65, -0.07, 0.42, 0.41], "e_homo_ev": -18.5, "charge": 4, "max_force_ha_per_bohr": 0.0334, "gap_ev": 5.41}


No. 3
{"formula": "C30H33ClN4O4OsS2Sb", "method": "ωB97M-V/def2-TZVPD", "species": ["Os", "S", "C", "N", "C", "C", "C", "C", "H", "H", "H", "H", "H", "S", "Sb", "C", "C", "C", "C", "C", "C", "C", "C", "C", "C", "C", "C", "C", "C", "C", "C", "C", "C", "H", "H", "H", "H", "H", "H", "H", "H", "H", "H", "H", "H", "H", "H", "H", "C", "C", "N", "C", "N", "C", "C", "C", "N", "C", "H", "H", "H", "H", "H", "H", "H", "H", "H", "H", "H", "H", "H", "O", "Cl", "O", "O", "O"], "positions_angstrom": [[-0.1008, 0.7541, 1.8054], [-1.9629, 1.1308, 3.1042], [-3.4749, 1.0948, 2.2364], [-4.5566, 1.3385, 3.0156], [-5.8276, 1.3781, 2.5674], [-6.0867, 1.1618, 1.2419], [-5.0077, 0.8933, 0.3999], [-3.7142, 0.8594, 0.8875], [-4.3935, 1.4965, 4.0048], [-6.5877, 1.5841, 3.3072], [-7.1021, 1.1958, 0.8769], [-5.1867, 0.7030, -0.6511], [-2.8822, 0.6191, 0.2430], [-0.8830, -1.3632, 1.1832], [0.4054, -2.3446, -0.5465], [0.5786, -4.3462, 0.1994], [1.5218, -4.6865, 1.1869], [1.6751, -6.0389, 1.6647], [0.8858, -7.0465, 1.1750], [-0.0782, -6.7143, 0.2244], [-0.2268, -5.3580, -0.2590], [-0.9309, -2.4514, -2.1524], [-0.8857, -3.5041, -3.0641], [-1.7452, -3.5080, -4.1535], [-2.6306, -2.4553, -4.3427], [-2.6571, -1.3941, -3.4474], [-1.8153, -1.3937, -2.3445], [2.2194, -1.8497, -1.4622], [3.4613, -2.2596, -0.9853], [4.5945, -1.9565, -1.7223], [4.4876, -1.2408, -2.9091], [3.2452, -0.8339, -3.3744], [2.0995, -1.1380, -2.6534], [2.1519, -3.9272, 1.6370], [2.4243, -6.2316, 2.4231], [0.9947, -8.0658, 1.5184], [-0.7408, -7.4748, -0.1729], [-1.0098, -5.1745, -0.9883], [-0.1586, -4.3049, -2.9677], [-1.7136, -4.3251, -4.8621], [-3.2912, -2.4555, -5.1997], [-3.3325, -0.5647, -3.6154], [-1.8366, -0.5644, -1.6509], [3.5657, -2.8034, -0.0573], [5.5650, -2.2751, -1.3662], [5.3783, -1.0052, -3.4758], [3.1641, -0.2868, -4.3038], [1.1325, -0.8331, -3.0346], [0.0837, 5.2589, -1.1768], [-1.1066, 4.3905, -0.8293], [-0.7201, 3.4575, 0.2340], [0.3138, 3.6344, 1.0851], [0.5630, 2.6549, 1.9798], [1.5119, 2.9851, 3.0651], [2.7144, 3.6884, 2.4684], [2.2381, 4.9771, 1.8401], [1.0325, 4.7487, 1.0227], [0.6404, 5.8354, 0.1095], [-0.2235, 6.0607, -1.8458], [0.8522, 4.6721, -1.6837], [-1.4450, 3.8121, -1.6882], [-1.9369, 5.0117, -0.4863], [-1.3795, 2.7442, 0.4926], [1.8004, 2.0698, 3.5700], [1.0035, 3.6187, 3.7978], [3.1729, 3.0411, 1.7175], [3.4634, 3.9009, 3.2293], [2.9968, 5.4135, 1.1923], [1.9905, 5.7135, 2.6080], [1.5280, 6.4354, -0.0754], [-0.0950, 6.4762, 0.6031], [3.8594, -0.1684, 1.9415], [2.5116, -0.5485, 1.9542], [1.8082, -0.1760, 3.1689], [2.3282, -1.9493, 1.6984], [1.7627, 0.2077, 0.8677]], "lowdin_spin": [2.31, 0.07, 0.01, 0.01, 0.00, 0.01, 0.00, 0.02, 0.00, 0.00, 0.00, 0.00, 0.01, 0.14, 0.02, 0.03, 0.30, 0.16, 0.02, 0.29, 0.18, 0.00, 0.00, 0.00, 0.00, 0.00, 0.00, 0.00, 0.00, 0.00, 0.00, 0.00, 0.00, 0.01, 0.00, 0.00, 0.01, 0.01, 0.00, 0.00, 0.00, 0.00, 0.00, 0.00, 0.00, 0.00, 0.00, 0.00, 0.00, 0.00, 0.04, 0.03, 0.11, 0.03, 0.01, 0.00, 0.02, 0.00, 0.00, 0.00, 0.00, 0.00, 0.01, 0.00, 0.00, 0.00, 0.00, 0.00, 0.00, 0.00, 0.00, 0.01, 0.01, 0.07, 0.00, 0.02], "e_homo_ev": [-15.8, -15.9], "charge": 3, "max_force_ha_per_bohr": 0.0070, "s2": 6.04, "gap_ev": [7.59, 3.88], "multiplicity": 5}